{"formula": "C4H11N2", "method": "wB97M-V/def2-TZVPD", "energy_ha": -268.2297, "homo_energy_ha": -0.4768, "gap_ev": 9.27, "charge": 1, "relative_energy_kj_mol": 197.5, "species": ["N", "C", "C", "C", "C", "N", "H", "H", "H", "H", "H", "H", "H", "H", "H", "H", "H"], "xyz": [[-2.2364, -0.4410, 0.0247], [-1.4944, -0.8577, -1.1658], [0.0099, -0.8487, -0.9079], [0.4896, 0.3979, -0.2192], [1.6154, 0.3964, 0.4701], [1.8419, 1.3955, 1.5378], [-2.2576, -1.1818, 0.7226], [-3.2185, -0.3408, -0.2192], [-1.6099, -0.0037, -1.8436], [-1.8447, -1.7516, -1.6736], [0.3888, -1.7064, -0.3518], [0.4449, -0.8902, -1.9117], [-0.1152, 1.2892, -0.3471], [2.3930, -0.3483, 0.3858], [1.3533, 2.2791, 1.3586], [2.8279, 1.5702, 1.7434], [1.4120, 1.0418, 2.3970]], "atomic_forces_ev_per_a": [[-0.407, -0.686, 0.300], [0.179, 1.659, 0.296], [0.461, -0.267, -0.810], [-0.176, -0.242, -0.376], [-0.073, -0.083, 0.031], [-0.139, 0.329, 0.066], [0.218, 0.000, -0.028], [0.103, 0.262, -0.029], [-0.306, -0.324, -0.318], [0.148, -0.259, 0.069], [-0.192, -0.117, -0.047], [0.271, -0.141, 0.066], [-0.293, -0.005, 0.600], [-0.179, -0.243, 0.493], [0.240, 0.038, -0.205], [-0.019, 0.154, -0.158], [0.166, -0.076, 0.052]]}

{"formula": "C4H11N2", "method": "wB97M-V/def2-TZVPD", "energy_ha": -268.0370, "homo_energy_ha": [-0.5297, -0.5346], "gap_ev": [8.83, 9.23], "charge": 1, "relative_energy_kj_mol": 703.4, "species": ["C", "C", "C", "C", "N", "N", "H", "H", "H", "H", "H", "H", "H", "H", "H", "H", "H"], "xyz": [[0.8949, 1.3009, -0.4289], [0.2525, -0.4152, 2.0224], [-1.3909, 0.5110, -0.9046], [0.4805, -1.0000, -1.1075], [-0.3674, -0.5758, 0.8160], [-0.0949, 0.1857, -0.2444], [0.8280, 2.0302, -1.1365], [1.6054, 1.2084, 0.3794], [1.2596, -0.8283, 2.2206], [0.4208, 0.5873, 2.4242], [-0.3447, -0.9758, 2.7821], [-1.2405, 0.9883, -1.8668], [-2.0383, -0.3010, -1.0422], [-2.0136, 1.0604, -0.1692], [0.7581, -0.6305, -2.0565], [1.3382, -1.3458, -0.5708], [-0.3476, -1.7997, -1.1173]], "atomic_forces_ev_per_a": [[-0.138, -3.361, 4.278], [0.805, -0.086, 3.449], [-1.160, 1.816, 0.963], [-1.493, -1.254, 0.421], [-1.505, -1.058, 2.087], [0.780, 0.663, -5.151], [-0.572, 1.552, -1.870], [0.397, 0.598, -0.349], [0.083, -0.363, -0.949], [-0.422, 0.558, -0.432], [0.245, 0.459, -0.654], [0.177, 0.361, 0.204], [-0.089, -1.927, -0.279], [0.781, 0.590, -0.629], [0.095, 0.384, -1.120], [0.532, -0.295, 0.204], [1.483, 1.362, -0.174]]}

{"formula": "C4H11N2", "method": "wB97M-V/def2-TZVPD", "energy_ha": -268.2210, "homo_energy_ha": -0.4601, "gap_ev": 8.75, "charge": 1, "relative_energy_kj_mol": 220.4, "species": ["N", "C", "C", "C", "C", "N", "H", "H", "H", "H", "H", "H", "H", "H", "H", "H", "H"], "xyz": [[1.9360, 1.2198, -0.8938], [0.8978, 0.5162, -1.6538], [-0.4896, 0.6977, -0.9877], [-0.3730, 0.0839, 0.3824], [-1.2277, -0.8026, 0.8747], [-0.9519, -1.5742, 2.1242], [1.8000, 2.2044, -1.0567], [2.8270, 0.7812, -1.0573], [1.0785, -0.5595, -1.7136], [0.8688, 0.8398, -2.6977], [-0.7049, 1.7708, -0.9196], [-1.2562, 0.2464, -1.6221], [0.1750, 0.7646, 1.0371], [-2.1145, -1.1293, 0.3475], [0.0458, -1.7679, 2.2549], [-1.4272, -2.4732, 2.0368], [-1.2471, -1.0506, 2.9528]], "atomic_forces_ev_per_a": [[-1.477, -1.175, 0.152], [-0.144, 0.005, -0.132], [0.395, -0.182, -0.235], [-1.748, 1.940, 0.415], [0.613, -0.418, -1.011], [0.046, 0.709, 0.047], [1.034, 0.132, -0.086], [0.345, 0.862, -0.141], [0.351, 0.040, 0.231], [-0.294, 0.113, -0.013], [0.001, -0.154, 0.180], [0.002, -0.104, 0.206], [1.140, -1.106, 0.074], [0.214, -0.447, 0.002], [-0.080, 0.086, -0.256], [-0.087, 0.047, 0.437], [-0.311, -0.350, 0.130]]}

{"formula": "C4H11N2", "method": "wB97M-V/def2-TZVPD", "energy_ha": -268.1466, "homo_energy_ha": -0.5752, "gap_ev": 12.80, "charge": 1, "relative_energy_kj_mol": 415.6, "species": ["C", "C", "N", "N", "C", "C", "H", "H", "H", "H", "H", "H", "H", "H", "H", "H", "H"], "xyz": [[1.5240, -0.1615, -1.3130], [0.0518, 0.1826, -1.1958], [-0.3742, 1.3961, -0.5627], [-0.5386, 0.1910, 0.1478], [-1.8899, -0.1918, 0.4597], [0.2613, -0.0140, 1.3887], [2.2487, 0.5668, -0.9696], [1.8435, -0.2018, -2.4412], [1.7271, -1.0660, -0.6310], [-0.4276, -0.2801, -2.0337], [0.3725, 1.9888, -0.1409], [-2.1685, 0.3724, 1.2600], [-2.4871, -0.1936, -0.5106], [-2.1465, -1.2344, 0.7912], [-0.0673, 0.7301, 2.1584], [0.0903, -0.8421, 2.0039], [1.3405, 0.2038, 1.0700]], "atomic_forces_ev_per_a": [[1.175, -0.941, -0.670], [2.593, 0.116, 0.428], [-0.468, 1.518, -0.548], [0.534, -2.342, 2.108], [-2.364, -2.892, -3.732], [2.440, 3.479, -0.467], [-0.334, 0.634, 0.497], [-0.873, -0.800, 2.168], [-0.095, 0.778, -1.841], [-1.430, 0.262, 0.030], [-0.437, -0.813, -0.472], [-1.435, 2.171, 1.623], [0.369, 1.007, 1.505], [1.642, 0.474, -0.245], [0.319, 0.290, -1.136], [-0.146, -2.291, -0.394], [-1.492, -0.652, 1.147]]}

{"formula": "C4H11N2", "method": "wB97M-V/def2-TZVPD", "energy_ha": -268.2063, "homo_energy_ha": -0.5155, "gap_ev": 9.37, "charge": 1, "relative_energy_kj_mol": 258.8, "species": ["C", "N", "C", "C", "C", "N", "H", "H", "H", "H", "H", "H", "H", "H", "H", "H", "H"], "xyz": [[-2.3237, 0.9068, 0.7480], [-0.8767, 0.6917, 0.6629], [-0.3666, -0.4609, 0.1626], [0.9793, -0.7760, -0.0377], [0.9553, -0.5823, -1.5180], [1.9431, 0.2193, 0.3770], [-2.8384, 1.0046, -0.2614], [-2.7299, 0.0688, 1.2703], [-2.5908, 1.7553, 1.3238], [-0.1131, 1.2389, 1.0521], [-1.0050, -1.3665, -0.0235], [1.3576, -1.7561, 0.1748], [0.2310, -1.2056, -2.0946], [0.9404, 0.4716, -1.7375], [1.9832, -0.9322, -1.7263], [1.6449, 0.9618, 1.0294], [2.8095, -0.2392, 0.5983]], "atomic_forces_ev_per_a": [[-0.653, -0.122, -1.384], [2.085, -3.744, -1.902], [-3.788, 0.519, 2.833], [2.108, 2.090, 1.080], [0.735, -1.574, -3.025], [-0.323, 0.590, 0.923], [1.054, -0.147, 1.138], [-0.400, -0.655, 0.196], [0.248, 0.978, 0.457], [-0.981, 0.833, -0.007], [-0.108, 1.543, -0.188], [-0.703, -0.753, 0.413], [0.553, 0.559, 0.303], [-0.358, 0.230, -0.289], [-0.577, 0.205, -0.755], [0.813, -1.066, -0.289], [0.295, 0.512, 0.496]]}

{"formula": "C4H11N2", "method": "wB97M-V/def2-TZVPD", "energy_ha": -268.2589, "homo_energy_ha": -0.5356, "gap_ev": 10.32, "charge": 1, "relative_energy_kj_mol": 120.7, "species": ["C", "N", "C", "C", "C", "N", "H", "H", "H", "H", "H", "H", "H", "H", "H", "H", "H"], "xyz": [[0.8515, -2.3522, 0.4590], [0.5068, -1.1535, 0.2524], [-0.5460, -0.4427, 1.0321], [-0.4194, 1.0509, 0.7802], [-0.5158, 1.4576, -0.6795], [0.4138, 0.6592, -1.5249], [0.4756, -2.8540, 1.3407], [1.5191, -2.8001, -0.2668], [0.7413, -0.5768, -0.6223], [-0.4006, -0.7190, 2.0837], [-1.4827, -0.8559, 0.6385], [0.5319, 1.3993, 1.1861], [-1.1756, 1.5806, 1.3700], [-0.2563, 2.5052, -0.8138], [-1.5375, 1.4021, -1.0554], [0.0486, 0.4894, -2.4563], [1.2454, 1.2099, -1.7239]], "atomic_forces_ev_per_a": [[0.175, 0.619, -0.159], [-0.581, -0.535, 0.550], [0.389, -0.385, -0.172], [0.068, 0.278, 0.462], [-0.031, 0.384, -0.559], [0.289, 0.411, -0.699], [0.056, -0.335, -0.031], [0.081, -0.280, 0.246], [0.063, 0.093, -0.317], [-0.318, 0.178, -0.206], [-0.015, 0.223, 0.316], [0.136, -0.083, 0.015], [0.004, -0.151, -0.183], [-0.036, 0.167, 0.366], [0.009, -0.452, -0.006], [-0.347, -0.097, 0.115], [0.060, -0.035, 0.258]]}

{"formula": "C4H11N2", "method": "wB97M-V/def2-TZVPD", "energy_ha": -268.2193, "homo_energy_ha": -0.5355, "gap_ev": 9.76, "charge": 1, "relative_energy_kj_mol": 224.8, "species": ["C", "C", "C", "N", "H", "H", "H", "H", "H", "H", "H", "C", "N", "H", "H", "H", "H"], "xyz": [[-1.6352, -0.9437, 0.8127], [-0.3305, -0.4800, 1.4379], [0.8336, 1.5357, 1.2194], [0.2896, 0.5730, 0.6047], [-2.0916, -1.7091, 1.4384], [-2.3329, -0.1079, 0.7822], [-1.4964, -1.3661, -0.1829], [0.4101, -1.2805, 1.5347], [-0.5517, -0.1199, 2.4451], [0.9631, 1.5482, 2.3001], [1.1767, 2.3923, 0.6496], [0.7294, 0.4490, -2.5728], [0.9648, -0.4822, -1.7495], [0.5605, 1.4666, -2.2421], [0.6812, 0.2578, -3.6391], [1.1044, -1.4073, -2.1479], [0.7248, -0.3260, -0.6906]], "atomic_forces_ev_per_a": [[0.086, -0.074, 0.225], [0.132, -0.092, 0.074], [-0.057, 0.086, -0.406], [-0.209, -0.315, 0.830], [0.047, -0.074, -0.020], [-0.019, -0.007, -0.230], [-0.078, 0.076, -0.055], [-0.198, -0.162, -0.038], [0.240, 0.125, -0.003], [-0.319, 0.151, 0.091], [0.386, -0.050, 0.013], [0.004, 0.362, -0.251], [-0.747, -0.612, 0.016], [-0.188, -0.091, 0.327], [0.321, -0.087, 0.002], [0.073, -0.076, 0.273], [0.525, 0.840, -0.848]]}

{"formula": "C4H11N2", "method": "wB97M-V/def2-TZVPD", "energy_ha": -268.2495, "homo_energy_ha": -0.5635, "gap_ev": 10.90, "charge": 1, "relative_energy_kj_mol": 145.4, "species": ["C", "C", "C", "N", "C", "N", "H", "H", "H", "H", "H", "H", "H", "H", "H", "H", "H"], "xyz": [[-0.0279, 2.1712, 0.2816], [1.2243, 1.3394, -0.0214], [1.2779, -0.0809, 0.5731], [-0.1535, -0.6847, 0.5527], [-0.8233, -0.8805, -0.5663], [-1.4429, -2.0247, -0.7998], [-0.5491, 2.4868, -0.6162], [0.2266, 3.0453, 0.8796], [-0.7489, 1.7827, 1.0073], [2.0670, 1.9150, 0.3697], [1.4239, 1.2528, -1.0902], [1.4664, -0.2387, 1.6325], [1.9966, -0.7020, 0.0375], [-0.2385, -1.3869, 1.2659], [-1.2443, -0.1164, -1.2195], [-2.1065, -2.0561, -1.5667], [-1.1447, -2.9157, -0.4421]], "atomic_forces_ev_per_a": [[-0.233, 0.430, 0.895], [0.407, -0.077, 0.739], [-1.792, 0.446, 0.299], [2.148, 0.144, -1.159], [-2.195, -1.180, 0.715], [0.043, 0.392, -0.747], [-0.085, 0.088, 0.001], [0.393, 0.435, -0.606], [-0.015, -0.874, -0.495], [0.176, -0.356, -0.076], [-0.240, 0.064, -0.041], [0.511, 0.905, 0.078], [-0.389, -0.221, -0.155], [-0.147, -0.622, -0.068], [1.290, 0.617, -0.005], [0.119, -0.103, 0.189], [0.008, -0.089, 0.436]]}

{"formula": "C4H11N2", "method": "wB97M-V/def2-TZVPD", "energy_ha": -268.2575, "homo_energy_ha": -0.5201, "gap_ev": 10.70, "charge": 1, "relative_energy_kj_mol": 124.4, "species": ["C", "C", "C", "N", "C", "N", "H", "H", "H", "H", "H", "H", "H", "H", "H", "H", "H"], "xyz": [[-0.6329, 2.0887, -0.9913], [0.3268, 1.5363, 0.0809], [0.2809, 0.0432, 0.1393], [0.6412, -0.6361, -1.0530], [-0.2109, -0.6958, 1.1182], [-0.2810, -2.1473, 0.8989], [-0.5819, 3.1741, -0.9766], [-1.6104, 1.6405, -0.8555], [-0.2950, 1.8685, -1.9968], [0.0447, 2.0164, 1.0078], [1.3609, 1.8175, -0.1239], [1.3876, -0.2338, -1.6034], [-0.1125, -0.8121, -1.7092], [-0.5767, -0.3100, 2.0547], [-1.2415, -2.4824, 0.8958], [0.2210, -2.2929, 0.0001], [0.2528, -2.6846, 1.5858]], "atomic_forces_ev_per_a": [[1.015, -0.253, -0.245], [0.009, 0.193, 0.025], [-0.415, 0.375, -1.189], [0.219, -0.830, -0.427], [-0.114, 0.226, 0.482], [0.729, 0.071, 0.279], [-0.600, 0.052, 0.381], [-0.356, 0.474, 0.036], [0.080, -0.419, -0.233], [0.097, -0.229, 0.516], [0.040, 0.157, -0.088], [0.137, 0.283, 0.309], [-0.201, 0.142, 0.238], [-0.036, -0.159, 0.082], [-0.026, -0.219, -0.260], [-0.388, 0.053, -0.198], [-0.193, 0.083, 0.293]]}

{"formula": "C4H11N2", "method": "wB97M-V/def2-TZVPD", "energy_ha": -268.2135, "homo_energy_ha": -0.5071, "gap_ev": 10.48, "charge": 1, "relative_energy_kj_mol": 240.0, "species": ["C", "C", "C", "C", "N", "N", "H", "H", "H", "H", "H", "H", "H", "H", "H", "H", "H"], "xyz": [[2.1581, -0.3662, 0.2603], [-1.3240, -1.2064, -0.4752], [-2.5523, 0.9991, 0.1717], [-1.8050, -0.2241, 0.3568], [3.3935, 0.1041, 0.1824], [1.2654, 0.1205, -0.4614], [1.8304, -1.0182, 1.0287], [0.1375, -0.1278, -0.2918], [-0.9314, -2.1886, -0.1508], [-1.5463, -1.1861, -1.5149], [-3.0043, 1.0241, -0.9094], [-1.8993, 1.9843, 0.4006], [-3.4261, 1.0803, 0.8220], [-1.3564, -0.4400, 1.4115], [4.1157, -0.4107, 0.5450], [3.4644, 0.8749, -0.4037], [1.4802, 0.9810, -0.9716]], "atomic_forces_ev_per_a": [[2.048, 0.158, 1.379], [-1.550, 0.751, 0.748], [-0.370, 2.793, -2.308], [3.283, -3.267, 2.210], [-2.668, -0.821, 0.510], [-5.162, 1.798, -1.431], [0.345, -1.267, 0.425], [2.522, 0.325, -0.557], [0.078, 1.013, 0.288], [-0.262, 0.112, -0.899], [1.058, 0.298, 1.859], [-1.413, -2.239, -0.661], [0.249, -0.225, 0.222], [-1.418, 0.681, -1.326], [2.288, -0.859, 0.980], [1.238, 1.336, -1.152], [-0.266, -0.586, -0.288]]}